Entry 1:
Formula: C6H15NO
Source: the OMol25 dataset
Level of theory: the ωB97M-V functional and the def2-TZVPD basis

```
23
Properties=species:S:1:pos:R:3:nbo_charge:R:1
C 1.93 2.33 -0.58 -0.644
C 0.78 1.80 0.25 -0.176
C 0.82 0.61 0.84 -0.210
C -0.26 0.15 1.73 -0.452
C -1.58 -0.33 1.08 -0.393
C -1.45 -1.35 -0.08 -0.228
N -1.03 -0.76 -1.35 -0.861
H 2.66 1.52 -0.53 0.213
H 1.69 2.73 -1.55 0.219
H 2.38 3.18 -0.06 0.217
H -0.12 2.41 0.28 0.194
H 1.59 -0.13 0.67 0.197
H -0.45 0.94 2.47 0.218
H 0.00 -0.74 2.32 0.207
H -2.14 0.53 0.70 0.185
H -2.23 -0.72 1.87 0.208
H -0.75 -2.10 0.28 0.188
H -2.47 -1.70 -0.22 0.198
H -0.40 0.02 -1.16 0.366
H -1.77 -0.24 -1.82 0.357
O 1.09 -3.05 -1.79 -0.950
H 0.25 -2.67 -2.10 0.489
H 1.47 -2.41 -1.22 0.460
```

Values from the calculation:
energy	-367.563072	Ha
2S+1	1
net charge	0
highest occupied orbital energy	-0.339	hartree
energy above the lowest of the compared OMol25 structures with the same formula, charge and spin	42.8	kcal per mole

***

Entry 2:
Formula: C6H15NO
Source: the OMol25 dataset
Level of theory: the ωB97M-V functional and the def2-TZVPD basis

```
23
Properties=species:S:1:pos:R:3:nbo_charge:R:1
C 2.23 -2.63 -0.43 -0.187
O 1.94 -2.39 -2.05 -0.709
C 1.02 -2.07 0.29 -0.414
C 0.84 -0.58 -0.01 -0.406
C -0.45 -0.01 0.53 -0.417
C -0.70 1.44 0.17 -0.280
N -2.41 1.62 0.13 -0.596
C -2.56 3.07 0.29 -0.438
H 2.33 -3.71 -0.36 0.214
H 3.23 -2.39 -0.04 0.209
H 2.68 -2.03 -1.49 0.445
H 1.12 -2.15 1.38 0.208
H 0.19 -2.69 -0.06 0.225
H 0.78 -0.52 -1.10 0.222
H 1.72 0.01 0.27 0.194
H -0.49 -0.13 1.61 0.205
H -1.32 -0.56 0.15 0.222
H -0.49 2.11 1.01 0.206
H -0.11 1.80 -0.68 0.196
H -1.83 1.44 -0.64 0.354
H -1.84 3.47 1.02 0.167
H -2.33 3.61 -0.63 0.175
H -3.56 3.29 0.64 0.206
```

Values from the calculation:
energy	-367.379057	Ha
2S+1	1
net charge	0
highest occupied orbital energy	-0.349	hartree
energy above the lowest of the compared OMol25 structures with the same formula, charge and spin	158.3	kcal per mole

***

Entry 3:
Formula: C6H15NO
Source: the OMol25 dataset
Level of theory: the ωB97M-V functional and the def2-TZVPD basis

```
23
Properties=species:S:1:pos:R:3:nbo_charge:R:1
C 1.86 1.09 -0.39 -0.621
C 1.15 -0.20 0.04 -0.046
C 2.09 -1.04 0.92 -0.600
N -0.07 0.04 0.79 -0.657
C -1.37 -0.02 0.14 0.408
C -1.58 1.07 -0.93 -0.649
C -1.61 -1.41 -0.46 -0.631
O -2.35 0.13 1.15 -0.714
H 2.76 0.86 -0.94 0.211
H 2.13 1.67 0.49 0.198
H 1.21 1.70 -1.02 0.208
H 0.90 -0.79 -0.85 0.191
H 2.36 -0.48 1.82 0.200
H 3.00 -1.29 0.38 0.199
H 1.59 -1.95 1.22 0.216
H 0.01 0.88 1.34 0.349
H -1.40 2.06 -0.50 0.200
H -2.60 1.03 -1.29 0.219
H -0.90 0.92 -1.77 0.205
H -1.07 -1.54 -1.39 0.204
H -1.29 -2.16 0.26 0.225
H -2.67 -1.52 -0.65 0.225
H -2.18 0.94 1.63 0.460
```

Values from the calculation:
energy	-367.601313	Ha
2S+1	1
net charge	0
highest occupied orbital energy	-0.318	hartree
energy above the lowest of the compared OMol25 structures with the same formula, charge and spin	18.8	kcal per mole

***

Entry 4:
Formula: C6H15NO
Source: the OMol25 dataset
Level of theory: the ωB97M-V functional and the def2-TZVPD basis

```
23
Properties=species:S:1:pos:R:3:nbo_charge:R:1
C -2.06 -0.69 0.14 -0.217
C -1.19 0.00 1.20 -0.454
C 0.20 0.29 0.64 0.149
C 1.04 -0.80 0.37 -0.241
C 2.47 -0.64 0.01 -0.655
C 0.82 1.65 0.54 -0.678
N -2.31 0.28 -0.90 -0.916
H -3.00 -1.05 0.57 0.205
H -1.55 -1.57 -0.29 0.178
H -1.63 0.95 1.53 0.228
H -0.99 -0.54 2.15 0.219
H 0.87 -1.72 0.95 0.239
H 2.90 -1.58 -0.35 0.228
H 3.06 -0.31 0.87 0.221
H 2.60 0.09 -0.78 0.261
H 0.38 2.37 1.25 0.241
H 0.49 2.15 -0.39 0.283
H 1.89 1.57 0.65 0.226
H -3.24 0.42 -1.25 0.375
H -1.54 0.28 -1.59 0.428
H 0.18 -0.41 -0.60 0.434
H 0.29 -0.78 -2.63 0.438
O 0.33 0.02 -2.09 -1.192
```

Values from the calculation:
energy	-367.465513	Ha
2S+1	1
net charge	0
highest occupied orbital energy	-0.302	hartree
energy above the lowest of the compared OMol25 structures with the same formula, charge and spin	104.0	kcal per mole

***

Entry 5:
Formula: C6H15NO
Source: the OMol25 dataset
Level of theory: the ωB97M-V functional and the def2-TZVPD basis

```
23
Properties=species:S:1:pos:R:3:nbo_charge:R:1
C 0.71 -0.70 0.12 0.405
C 0.15 -0.42 -1.29 -0.435
C -0.65 0.85 -1.51 -0.597
C 1.91 0.18 0.45 -0.639
C -1.49 -1.36 1.10 -0.410
C -0.81 2.43 0.07 -0.620
N -0.30 -0.53 1.13 -0.675
O 1.15 -2.07 0.05 -0.741
H 1.52 -2.30 0.90 0.467
H -0.04 -0.08 2.00 0.386
H -0.49 -1.27 -1.54 0.224
H 0.99 -0.47 -1.98 0.224
H -0.17 1.42 -2.32 0.224
H -1.62 0.54 -1.94 0.231
H 2.33 -0.11 1.42 0.202
H 2.69 0.06 -0.30 0.220
H 1.67 1.23 0.55 0.228
H -2.15 -1.08 0.27 0.177
H -2.04 -1.24 2.03 0.205
H -1.23 -2.41 0.96 0.189
H -0.95 2.47 1.16 0.202
H -1.34 1.94 -1.22 0.373
H 0.16 2.92 -0.10 0.158
```

Values from the calculation:
energy	-367.362420	Ha
2S+1	1
net charge	0
highest occupied orbital energy	-0.278	hartree
energy above the lowest of the compared OMol25 structures with the same formula, charge and spin	168.7	kcal per mole

***

Entry 6:
Formula: C6H15NO
Source: the OMol25 dataset
Level of theory: the ωB97M-V functional and the def2-TZVPD basis

```
23
Properties=species:S:1:pos:R:3:nbo_charge:R:1
C -3.00 0.43 -0.46 -0.416
N -1.92 0.02 -1.38 -0.630
C -0.85 1.01 -1.16 -0.242
C 0.56 0.57 -1.32 -0.412
C 0.85 -0.70 -0.50 -0.405
C 0.43 -0.74 0.93 -0.449
C 1.39 0.03 1.77 -0.053
O 2.68 -0.55 1.86 -0.725
H -2.81 0.26 0.61 0.162
H -3.35 1.47 -0.55 0.196
H -3.84 -0.15 -0.72 0.196
H -1.66 -0.95 -1.25 0.357
H -0.95 1.59 -0.22 0.170
H -1.11 1.72 -1.95 0.200
H 0.81 0.25 -2.39 0.209
H 1.25 1.48 -1.20 0.216
H 1.93 -1.04 -0.65 0.221
H 0.35 -1.48 -1.01 0.194
H -0.53 -0.41 1.08 0.211
H 0.31 -1.74 1.32 0.203
H 1.04 0.18 2.74 0.161
H 1.68 1.00 1.34 0.177
H 2.65 -1.47 2.01 0.458
```

Values from the calculation:
energy	-367.543165	Ha
2S+1	1
net charge	0
highest occupied orbital energy	-0.325	hartree
energy above the lowest of the compared OMol25 structures with the same formula, charge and spin	55.3	kcal per mole

***

Entry 7:
Formula: C6H15NO
Source: the OMol25 dataset
Level of theory: the ωB97M-V functional and the def2-TZVPD basis

```
23
Properties=species:S:1:pos:R:3:nbo_charge:R:1
C -1.71 -1.49 -0.31 -0.609
C -0.85 -0.61 0.56 -0.280
C -1.47 -0.49 2.00 -0.612
C 0.44 -1.30 0.66 -0.234
N 1.54 -0.64 -0.20 -0.627
C 1.69 0.82 -0.12 -0.260
C 1.08 1.59 -1.32 -0.076
O -0.32 2.03 -1.18 -0.751
H -2.61 -0.90 -0.34 0.204
H -1.85 -2.53 -0.12 0.212
H -1.25 -1.37 -1.34 0.187
H -0.85 0.50 0.15 0.250
H -0.62 -0.24 2.61 0.202
H -1.98 -1.48 2.22 0.196
H -2.28 0.18 2.22 0.212
H 0.74 -1.23 1.70 0.183
H 0.29 -2.44 0.64 0.207
H 1.22 -0.90 -1.13 0.339
H 1.23 1.24 0.81 0.203
H 2.69 0.81 -0.16 0.214
H 1.38 1.18 -2.26 0.179
H 1.62 2.65 -1.29 0.176
H -1.01 1.67 -1.76 0.484
```

Values from the calculation:
energy	-367.494823	Ha
2S+1	1
net charge	0
highest occupied orbital energy	-0.318	hartree
energy above the lowest of the compared OMol25 structures with the same formula, charge and spin	85.6	kcal per mole

***

Entry 8:
Formula: C6H15NO
Source: the OMol25 dataset
Level of theory: the ωB97M-V functional and the def2-TZVPD basis

```
23
Properties=species:S:1:pos:R:3:lowdin_spin:R:1
C 0.61 0.28 -1.20 0.002
C 1.24 0.75 -2.54 0.001
C 0.79 1.47 -0.24 0.000
C -0.83 -0.18 -1.56 0.001
H 1.22 -0.67 -0.90 0.001
H 0.55 1.60 -2.89 0.000
H 1.22 -0.06 -3.29 0.000
H 0.12 1.40 0.66 0.000
H 1.78 1.49 0.26 0.000
H 0.54 2.48 -0.58 0.000
H -0.72 -1.17 -2.05 0.000
H -1.51 -0.11 -0.62 0.000
H -1.27 0.50 -2.20 0.000
H 2.15 1.31 -2.56 0.000
C 0.33 -1.49 1.76 0.070
C -0.74 -0.71 2.54 0.057
O -0.31 -0.07 3.50 0.736
N -2.11 -0.51 2.23 0.111
H 0.86 -0.82 1.05 0.002
H 0.06 -2.54 1.39 0.011
H -2.73 0.02 2.85 0.001
H -2.58 -1.34 2.02 0.004
H 1.31 -1.64 2.39 0.003
```

Values from the calculation:
energy	-367.209892	Ha
2S+1	2
net charge	+1
highest occupied orbital energy (spin up / spin down)	-0.521 / -0.521	hartree
energy above the lowest of the compared OMol25 structures with the same formula, charge and spin	68.0	kcal per mole